Version one
{
  "formula": "C2H16N2O4",
  "method": "ωB97M-V/def2-TZVPD",
  "species": ["N", "C", "C", "N", "H", "H", "H", "H", "H", "H", "H", "H", "O", "H", "H", "O", "H", "H", "O", "H", "H", "O", "H", "H"],
  "coordinates": [[-0.219, -0.172, -2.054], [-1.535, -0.804, -2.331], [-2.250, 0.143, -3.300], [-2.667, 1.360, -2.631], [0.354, -0.755, -1.458], [-0.318, 0.680, -1.516], [-2.257, -0.769, -1.462], [-1.366, -1.808, -2.748], [-1.612, 0.339, -4.205], [-3.115, -0.374, -3.747], [-1.977, 2.105, -2.582], [-3.383, 1.855, -3.151], [1.673, 3.477, 2.350], [2.220, 4.190, 2.032], [1.055, 3.128, 1.709], [1.257, -1.721, 3.314], [1.278, -1.217, 4.135], [2.126, -1.735, 2.908], [3.839, -2.355, 3.556], [3.267, -3.003, 3.111], [4.173, -2.930, 4.251], [-0.155, 0.246, 0.887], [0.550, 0.088, 1.531], [-0.938, 0.032, 1.400]],
  "spin_multiplicity": 1,
  "smiles": "NCCN.O.O.O.O",
  "lumo_ev": 0.512,
  "charge": 0,
  "orbital_gap_ev": 9.20
}

---

Version two
{
  "formula": "C2H16N2O4",
  "method": "ωB97M-V/def2-TZVPD",
  "species": ["C", "C", "N", "N", "H", "H", "H", "H", "H", "H", "H", "H", "H", "H", "O", "H", "H", "O", "H", "H", "O", "H", "H", "O"],
  "coordinates": [[1.376, 1.268, -0.566], [0.184, 1.359, -1.515], [0.289, 0.372, -2.525], [0.270, -2.188, 1.527], [1.338, 0.246, -0.078], [1.279, 2.009, 0.229], [0.121, 2.399, -1.923], [-0.698, 1.240, -0.779], [-0.509, 0.464, -3.166], [0.307, -0.576, -2.017], [2.337, 1.382, -1.040], [0.520, -1.333, 2.021], [-0.657, -2.480, 1.815], [-1.569, 0.049, 0.220], [-1.801, -0.758, -0.266], [-0.108, 0.962, 2.052], [0.568, 0.883, 3.495], [0.652, 0.534, 2.596], [-1.046, -1.302, -0.542], [-1.946, 1.844, 1.568], [-1.137, 1.548, 1.122], [0.288, -2.176, 0.480], [0.749, -2.550, -1.763], [0.435, -1.891, -1.129]],
  "spin_multiplicity": 1,
  "lumo_ev": -5.385,
  "charge": 0,
  "orbital_gap_ev": 3.72
}

---

Which structure is the least stable? The one labeled version two.

---

Version one
{
  "formula": "C5H9NO4",
  "method": "ωB97M-V/def2-TZVPD",
  "species": ["C", "O", "C", "O", "C", "C", "C", "N", "O", "O", "H", "H", "H", "H", "H", "H", "H", "H", "H"],
  "coordinates": [[-3.114, 0.911, 0.132], [-1.923, 0.608, -0.573], [-1.016, -0.250, -0.116], [-1.189, -0.983, 0.784], [0.205, -0.259, -1.030], [1.237, -1.201, -0.417], [1.855, -0.507, 0.816], [2.311, 0.872, 0.425], [3.000, 0.899, -0.549], [1.751, 1.789, 0.949], [-3.554, 1.893, -0.128], [-2.885, 0.926, 1.267], [-3.853, 0.101, -0.093], [-0.225, -0.751, -1.822], [0.690, 0.700, -1.300], [2.072, -1.415, -1.048], [0.747, -2.126, -0.098], [1.122, -0.269, 1.621], [2.767, -0.939, 1.178]],
  "spin_multiplicity": 1,
  "smiles": "COC(=O)CCC[N+](=O)[O-]",
  "lumo_ev": 0.491,
  "charge": 0,
  "orbital_gap_ev": 11.28
}

---

Version two
{
  "formula": "C5H9NO4",
  "method": "ωB97M-V/def2-TZVPD",
  "species": ["C", "C", "C", "C", "C", "O", "O", "N", "O", "O", "H", "H", "H", "H", "H", "H", "H", "H", "H"],
  "coordinates": [[1.557, 1.938, -0.422], [0.843, 0.814, -1.062], [1.344, 0.151, -2.158], [-0.501, 0.455, -0.579], [-0.492, -0.656, 0.617], [-1.723, -0.485, 1.022], [-0.916, -2.835, 3.212], [-2.101, -2.523, 3.398], [-2.957, -2.962, 4.162], [-1.234, -0.263, -1.501], [0.977, 2.309, 0.435], [2.550, 1.652, -0.077], [1.727, 2.773, -1.103], [0.871, -0.699, -2.604], [2.301, 0.428, -2.549], [-1.004, 1.369, -0.186], [0.051, -1.596, 0.230], [0.149, -0.206, 1.401], [-1.443, 0.335, -2.235]],
  "spin_multiplicity": 1,
  "lumo_ev": [-1.277, -2.014],
  "charge": 0,
  "orbital_gap_ev": [8.16, 7.28]
}

---

Which structure is the least stable? The one labeled version two.

---

Version one
{
  "formula": "C3H5OP",
  "method": "ωB97M-V/def2-TZVPD",
  "species": ["C", "C", "C", "P", "O", "H", "H", "H", "H", "H"],
  "coordinates": [[0.756, 1.191, 1.220], [0.123, 0.146, -0.187], [-0.881, -0.893, 0.035], [1.042, 0.543, -1.671], [0.538, -0.381, -2.698], [1.493, 1.898, 0.930], [0.327, 1.033, 2.181], [-0.395, -1.872, 0.107], [-1.477, -0.733, 0.930], [-1.527, -0.933, -0.846]],
  "spin_multiplicity": 1,
  "smiles": "C=C(C)P=O",
  "lumo_ev": [-1.465, -0.647],
  "charge": 0,
  "orbital_gap_ev": [7.84, 8.60]
}

---

Version two
{
  "formula": "C3H5OP",
  "method": "ωB97M-V/def2-TZVPD",
  "species": ["C", "C", "C", "P", "O", "H", "H", "H", "H", "H"],
  "coordinates": [[-1.240, 0.800, 0.739], [-0.528, -0.429, 0.215], [0.584, -0.189, -0.436], [2.027, -1.785, -0.982], [3.097, -1.147, -1.807], [-0.782, 1.698, 0.460], [-2.271, 0.684, 0.331], [-1.192, 1.010, 1.840], [-0.810, -1.425, 0.292], [1.114, 0.783, -0.652]],
  "spin_multiplicity": 1,
  "smiles": "C/C=C/P=O",
  "lumo_ev": -0.894,
  "charge": 0,
  "orbital_gap_ev": 7.89
}

---

Which structure is the least stable? The one labeled version one.

---

Version one
{
  "formula": "C2H4FPS",
  "method": "ωB97M-V/def2-TZVPD",
  "species": ["C", "C", "F", "P", "S", "H", "H", "H", "H"],
  "coordinates": [[-1.240, 0.123, -0.049], [1.773, 0.234, -0.096], [-1.060, 1.434, 0.123], [-2.912, -0.437, -0.019], [0.190, -0.832, -0.029], [2.116, 0.354, 0.998], [2.527, -0.265, -0.692], [1.426, 1.264, -0.412], [-2.820, -1.874, 0.178]],
  "spin_multiplicity": 3,
  "lumo_ev": [0.691, -1.928],
  "s_squared": 2.0075,
  "charge": 0,
  "orbital_gap_ev": [6.89, 8.16]
}

---

Version two
{
  "formula": "C2H4FPS",
  "method": "ωB97M-V/def2-TZVPD",
  "species": ["C", "C", "F", "P", "S", "H", "H", "H", "H"],
  "coordinates": [[-2.430, -1.286, -1.011], [1.146, 1.208, 0.531], [-3.691, -1.322, -0.944], [1.542, -0.634, 0.500], [-1.504, -2.024, 0.105], [1.851, 1.731, -0.046], [0.860, 1.538, 1.612], [0.079, 1.438, 0.056], [2.148, -0.650, -0.804]],
  "spin_multiplicity": 3,
  "lumo_ev": [-0.287, -1.859],
  "s_squared": 2.0112,
  "charge": 0,
  "orbital_gap_ev": [7.59, 7.73]
}

---

Which structure is the least stable? The one labeled version two.